Record 1
The following is a quantum chemistry calculation of a 2-piece molecular cluster, C3H8N2O2 overall in a non-equilibrium geometry, from the OMol25 dataset.

Summary:
total charge: 0
ΔE to the lowest compared entry with this formula, charge and spin: 4.120 eV
multiplicity: 1
lowest unoccupied orbital energy: 0.46 eV

XYZ file:
```
15
Properties=species:S:1:pos:R:3:mulliken_charge:R:1
C 0.060 1.314 -0.200 -0.838
C -1.309 -0.552 -1.836 -0.850
N 0.041 0.688 0.926 0.351
C 1.052 -0.255 1.311 0.541
N 2.065 -0.314 0.439 -0.313
O -1.053 0.677 1.839 -0.446
O 0.906 -0.909 2.319 -0.637
H -0.777 0.039 2.529 0.354
H 2.036 0.338 -0.335 0.275
H 2.843 -0.919 0.623 0.217
H -0.748 2.043 -0.289 0.289
H -0.558 0.259 -1.528 0.233
H -1.556 -0.392 -2.879 0.322
H -0.806 -1.504 -1.704 0.251
H -2.195 -0.512 -1.216 0.249
```

=====

Record 2
The following is a quantum chemistry calculation of an isolated molecule of C3H8N2O2, from the OMol25 dataset.

Summary:
SMILES: NCCNC(=O)O
total charge: 0
ΔE to the lowest compared entry with this formula, charge and spin: 0.292 eV
multiplicity: 1
lowest unoccupied orbital energy: 0.78 eV

XYZ file:
```
15
Properties=species:S:1:pos:R:3:mulliken_charge:R:1
C -0.115 0.537 0.394 -0.574
N -1.319 -0.155 -0.048 -0.114
C -1.731 -1.372 0.361 0.564
O -0.784 -1.998 1.093 -0.472
O -2.815 -1.859 0.124 -0.620
C 0.966 0.548 -0.680 -0.362
N 2.101 1.355 -0.221 -0.599
H -0.390 1.565 0.610 0.270
H 0.293 0.064 1.283 0.328
H -1.918 0.352 -0.675 0.218
H -1.164 -2.826 1.433 0.334
H 0.543 0.897 -1.629 0.251
H 1.323 -0.462 -0.864 0.323
H 2.059 2.326 -0.515 0.215
H 2.951 1.027 -0.666 0.238
```

=====

Record 3
The following is a quantum chemistry calculation of an isolated molecule of C3H8N2O2 in a non-equilibrium geometry, from the OMol25 dataset.

Summary:
SMILES: NCC(=O)[C@H](N)O
total charge: 0
ΔE to the lowest compared entry with this formula, charge and spin: 1.856 eV
multiplicity: 1
lowest unoccupied orbital energy: 0.70 eV

XYZ file:
```
15
Properties=species:S:1:pos:R:3:mulliken_charge:R:1
C 1.184 0.501 -0.213 0.112
C -1.298 -0.240 -0.156 -0.618
C 0.011 -0.015 0.574 0.624
N 1.316 0.012 -1.528 -0.463
N -2.430 -0.547 0.698 -0.616
O 2.330 0.526 0.545 -0.572
O 0.197 -0.358 1.739 -0.650
H 2.094 0.069 1.380 0.407
H 0.564 1.542 -0.130 0.119
H 2.143 -0.560 -1.652 0.250
H 1.347 0.720 -2.251 0.231
H -2.250 -1.413 1.194 0.276
H -2.530 0.171 1.411 0.260
H -1.532 0.650 -0.743 0.358
H -1.145 -1.056 -0.866 0.282
```

=====

Record 4
The following is a quantum chemistry calculation of a 2-piece molecular cluster, C3H8N2O2 overall in a non-equilibrium geometry, from the OMol25 dataset.

Summary:
total charge: 0
ΔE to the lowest compared entry with this formula, charge and spin: 2.444 eV
multiplicity: 1
lowest unoccupied orbital energy: 0.22 eV

XYZ file:
```
15
Properties=species:S:1:pos:R:3:mulliken_charge:R:1
C 1.486 0.739 0.017 -1.098
C 0.031 0.682 -0.406 0.570
N -0.190 0.901 -1.746 -0.423
O -0.874 1.216 0.398 -0.588
H 0.459 0.514 -2.412 0.224
H -1.154 0.942 -2.039 0.254
H 1.859 1.755 -0.129 0.365
H 1.574 0.487 1.072 0.293
H 2.093 0.041 -0.563 0.358
N -1.266 -0.980 1.546 -0.552
C -0.647 -1.673 0.656 0.332
O -0.281 -2.779 0.353 -0.547
H -1.660 -1.506 2.317 0.193
H -1.191 0.423 1.108 0.413
H -0.238 -0.762 -0.172 0.206
```

=====

Record 5
The following is a quantum chemistry calculation of an isolated molecule of C3H8N2O2, from the OMol25 dataset.

Summary:
SMILES: NC(=O)NCCO
total charge: 0
ΔE to the lowest compared entry with this formula, charge and spin: 0.417 eV
multiplicity: 1
lowest unoccupied orbital energy: 0.63 eV

XYZ file:
```
15
Properties=species:S:1:pos:R:3:mulliken_charge:R:1
N 2.337 1.109 -0.539 -0.465
C 1.003 0.894 -0.256 0.600
O 0.322 1.808 0.195 -0.688
N 0.565 -0.385 -0.507 -0.227
C -0.823 -0.860 -0.511 -0.480
C -1.592 -0.730 0.802 -0.524
O -1.859 0.579 1.206 -0.525
H 2.683 1.948 -0.099 0.254
H 3.002 0.356 -0.631 0.206
H 1.170 -0.903 -1.124 0.227
H -0.754 -1.935 -0.723 0.368
H -1.410 -0.396 -1.314 0.253
H -1.082 -1.296 1.597 0.288
H -2.558 -1.224 0.631 0.327
H -1.003 1.038 1.274 0.383
```

=====

Record 6
The following is a quantum chemistry calculation of a 3-piece molecular cluster, C3H8N2O2 overall in a non-equilibrium geometry, from the OMol25 dataset.

Summary:
SMILES: c1c[nH]cn1.O.O
total charge: 0
ΔE to the lowest compared entry with this formula, charge and spin: 2.379 eV
multiplicity: 1
lowest unoccupied orbital energy: 0.85 eV

XYZ file:
```
15
Properties=species:S:1:pos:R:3:mulliken_charge:R:1
C -2.091 -3.348 -0.738 -0.229
C -2.373 -1.938 -0.777 -0.257
N -1.174 -1.256 -0.680 -0.539
C -0.268 -2.132 -0.334 -0.101
N -0.740 -3.455 -0.278 -0.108
H -2.756 -4.223 -1.026 0.309
H -3.357 -1.494 -0.791 0.369
H 0.731 -2.140 0.007 0.347
H -0.219 -4.279 -0.253 0.208
H 1.890 2.871 3.029 0.329
H 1.190 3.062 4.383 0.303
O 2.003 3.038 3.983 -0.632
H 2.190 5.783 -1.949 0.321
H 2.929 4.695 -2.462 0.313
O 2.044 4.817 -2.115 -0.635
```

=====

Record 7
The following is a quantum chemistry calculation of a 3-piece molecular cluster, C3H8N2O2 overall in a non-equilibrium geometry, from the OMol25 dataset.

Summary:
total charge: +1
ΔE to the lowest compared entry with this formula, charge and spin: 1.142 eV
multiplicity: 2
lowest unoccupied orbital energy (alpha / beta): -4.54 / -8.42 eV

XYZ file:
```
15
Properties=species:S:1:pos:R:3:lowdin_spin:R:1
C -1.300 -1.440 0.984 0.338
C 0.077 -1.483 0.574 0.232
N 0.187 -0.988 -0.636 0.033
C -1.016 -0.470 -0.920 0.310
N -1.945 -0.760 0.048 0.055
H -1.803 -1.802 1.865 0.011
H 0.860 -2.058 1.030 0.006
H -1.186 0.337 -1.611 0.009
H -2.876 -0.362 0.078 -0.001
H 2.431 1.690 1.219 0.000
H 1.019 2.204 1.077 0.000
O 1.510 1.396 1.306 0.002
H 1.315 1.015 -0.940 0.000
H 1.102 1.169 -2.394 0.000
O 1.626 1.552 -1.680 0.004
```

=====

Record 8
The following is a quantum chemistry calculation of an isolated molecule of C3H8N2O2S in a non-equilibrium geometry, from the OMol25 dataset.

Summary:
total charge: 0
ΔE to the lowest compared entry with this formula, charge and spin: 4.141 eV
multiplicity: 1
lowest unoccupied orbital energy (alpha / beta): 0.23 / 0.28 eV

XYZ file:
```
16
Properties=species:S:1:pos:R:3:mulliken_charge:R:1
C 0.250 -0.968 -1.846 -0.803
C -0.623 -1.475 -0.784 -0.368
C -0.744 -0.185 0.164 0.106
N -1.650 0.795 0.066 -0.373
N 1.400 1.532 0.612 -0.550
O -0.122 0.319 2.499 -0.627
O 1.640 -0.905 1.295 -0.623
S 0.603 0.080 1.225 0.955
H 1.279 -1.021 -1.443 0.343
H 0.032 -0.280 -2.667 0.306
H -1.569 -1.998 -0.934 0.418
H -0.158 -2.142 -0.020 0.240
H -1.316 1.773 0.232 0.208
H -2.692 0.816 -0.065 0.218
H 1.287 2.221 1.335 0.270
H 2.383 1.437 0.331 0.279
```

=====

Record 9
The following is a quantum chemistry calculation of an isolated molecule of C3H8N2O2S in a non-equilibrium geometry, from the OMol25 dataset.

Summary:
SMILES: NCCOC(=S)NO
total charge: 0
ΔE to the lowest compared entry with this formula, charge and spin: 1.671 eV
multiplicity: 1
lowest unoccupied orbital energy: 0.67 eV

XYZ file:
```
16
Properties=species:S:1:pos:R:3:mulliken_charge:R:1
C 2.619 -0.365 -0.133 -0.508
C 1.506 -0.796 0.821 -0.525
C -0.752 -0.293 0.073 0.382
H 1.704 0.928 -1.515 0.271
H 2.492 1.718 -0.236 0.257
H 2.727 -1.148 -0.886 0.325
H 3.552 -0.341 0.444 0.367
H 1.779 -1.725 1.277 0.341
H 1.294 -0.038 1.595 0.448
H 0.379 1.382 0.199 0.142
H -2.247 1.399 -0.098 0.278
N 2.467 0.906 -0.822 -0.627
N -0.509 0.985 0.450 0.001
O 0.298 -1.121 0.105 -0.312
O -1.504 1.929 0.316 -0.377
S -2.248 -0.822 -0.382 -0.463
```

=====

Record 10
The following is a quantum chemistry calculation of an isolated molecule of C3H8N2O2S in a non-equilibrium geometry, from the OMol25 dataset.

Summary:
SMILES: [H]/N=C(/NS)OCCO
total charge: 0
ΔE to the lowest compared entry with this formula, charge and spin: 1.084 eV
multiplicity: 1
lowest unoccupied orbital energy: 0.64 eV

XYZ file:
```
16
Properties=species:S:1:pos:R:3:mulliken_charge:R:1
C 1.087 1.381 1.068 -0.373
C 1.138 -0.084 0.744 -0.541
C -0.456 -0.672 -0.978 0.688
H 0.398 1.340 2.942 0.320
H 0.681 1.958 0.263 0.264
H 2.132 1.787 1.210 0.288
H 1.967 -0.310 0.060 0.403
H 1.318 -0.618 1.679 0.267
H 1.060 0.092 -1.793 0.250
H -1.875 -1.852 -0.088 0.271
H -3.402 -0.766 -2.143 0.127
N 0.087 -0.146 -1.999 -0.696
N -1.563 -1.527 -0.988 -0.310
O 0.095 1.706 2.067 -0.502
O -0.166 -0.522 0.329 -0.328
S -2.502 -1.767 -2.372 -0.126
```